# 1
Molecular formula: C19H32FeN6
Method: DFT, ωB97M-V with the def2-TZVPD basis set

Positions of all 58 atoms, in Å:
Fe (0.2135, -0.6531, 0.0665)
C (0.6810, -1.2720, -4.1422)
C (0.5083, -0.8301, -2.7197)
N (0.3029, -1.5965, -1.6763)
C (0.2680, -3.0416, -1.7823)
C (1.6085, -3.6326, -1.3141)
N (2.1363, -2.9080, -0.1727)
C (2.0423, -3.5172, 1.1341)
C (1.5760, -2.5148, 2.1713)
N (0.2539, -1.9275, 1.8342)
C (-0.1842, -1.0407, 2.9435)
C (0.4355, 0.3364, 2.7745)
N (0.0109, 0.7811, 1.4466)
C (0.2788, 2.1221, 0.9153)
C (1.1494, 3.0849, 1.6725)
C (0.4858, 2.0562, -0.5748)
C (0.6373, 3.1414, -1.3945)
C (0.7810, 2.9294, -2.7805)
C (0.7553, 1.6499, -3.2798)
C (0.5984, 0.5719, -2.3986)
N (0.4942, 0.7954, -1.0641)
H (0.3698, -2.2964, -4.3147)
H (1.7279, -1.1834, -4.4418)
H (0.0974, -0.6362, -4.8079)
H (0.0513, -3.3964, -2.7891)
H (-0.5397, -3.4004, -1.1388)
H (2.3271, -3.6186, -2.1354)
H (1.4467, -4.6841, -1.0601)
H (3.0200, -2.4626, -0.3565)
H (2.9846, -3.9602, 1.4748)
H (1.3171, -4.3350, 1.0848)
H (2.3009, -1.7023, 2.2446)
H (1.5202, -2.9962, 3.1535)
H (-0.4048, -2.6993, 1.7740)
H (0.0740, -1.4678, 3.9160)
H (-1.2685, -0.9408, 2.8968)
H (1.5258, 0.2908, 2.7980)
H (0.0892, 1.0193, 3.5498)
H (2.2042, 2.8588, 1.5105)
H (0.9206, 3.0540, 2.7349)
H (0.9663, 4.1008, 1.3223)
H (0.6385, 4.1431, -0.9876)
H (0.9022, 3.7729, -3.4453)
H (0.8538, 1.4733, -4.3417)
C (-2.7293, 3.1948, 0.6158)
C (-2.3247, 1.7355, 0.8194)
C (-2.4289, 0.9792, -0.5025)
C (-3.2485, 1.0713, 1.8382)
N (-1.0053, 1.8336, 1.4956)
H (-3.7420, 3.2451, 0.2164)
H (-2.0614, 3.6859, -0.0947)
H (-2.7008, 3.7384, 1.5600)
H (-3.4854, 0.9253, -0.7690)
H (-2.0694, -0.0527, -0.4200)
H (-1.9083, 1.4710, -1.3212)
H (-4.2823, 1.1262, 1.4971)
H (-3.1726, 1.5640, 2.8070)
H (-2.9991, 0.0145, 1.9579)

Cartesian forces (eV/Å) of the 6 atoms listed first:
-0.1 0.1 0.1
0.0 0.0 0.0
-0.1 -1.0 0.3
0.1 0.4 -0.6
0.0 -0.1 -0.1
0.0 0.1 0.1

Calculated values
multiplicity: 2
orbital gap (alpha / beta): 6.3 / 7.1 eV
energy above the lowest of the compared OMol25 structures with the same formula, charge and spin: 0.0 kJ/mol
charge: +1
lowest unoccupied orbital energy (alpha / beta): -0.1082 / -0.1085 hartree


# 2
Molecular formula: C3H7O4Tl
Method: DFT, ωB97M-V with the def2-TZVPD basis set

Positions of all 15 atoms, in Å:
Tl (2.7583, 0.0590, -2.1242)
O (0.3835, 1.0773, -3.1339)
H (-0.1021, 1.9163, -3.2551)
C (1.1241, -1.7788, 2.0372)
O (-0.0607, -1.1247, 1.6833)
C (-0.1027, -0.1133, 0.7578)
O (0.8549, 0.2249, 0.0477)
O (-1.4368, 0.2553, 0.5775)
C (-1.8366, 1.1382, -0.4696)
H (1.8370, -1.0057, 2.3236)
H (1.5005, -2.2197, 1.1142)
H (0.9921, -2.5585, 2.7874)
H (-1.7234, 0.7440, -1.4795)
H (-1.2792, 2.0747, -0.4920)
H (-2.9086, 1.3111, -0.3743)

Cartesian forces (eV/Å) of the 6 atoms listed first:
-0.4 0.0 0.4
0.2 0.2 -0.1
-0.1 -0.1 0.0
1.6 0.6 -1.3
-2.6 2.4 -0.9
-0.7 -1.7 -1.1

Calculated values
multiplicity: 2
orbital gap (alpha / beta): 9.7 / 7.3 eV
charge: +1
lowest unoccupied orbital energy (alpha / beta): -0.1692 / -0.2584 hartree


# 3
Molecular formula: C37H50N3O3P2PtS3
Method: DFT, ωB97M-V with the def2-TZVPD basis set

Positions of all 99 atoms, in Å:
Pt (0.1344, 0.3175, -0.4930)
C (-3.1004, -1.1675, 0.3864)
P (-1.5459, -0.3282, 0.8132)
C (-0.8605, -1.5889, 1.9791)
N (-1.5621, -1.9851, 3.0095)
C (-0.9962, -2.9151, 3.8182)
C (-1.6991, -3.3602, 4.9648)
C (-1.1464, -4.3155, 5.7629)
C (0.1255, -4.8690, 5.4614)
C (0.8287, -4.4508, 4.3726)
C (0.2798, -3.4557, 3.5269)
N (0.9793, -3.0426, 2.4415)
C (0.4174, -2.1257, 1.6962)
P (1.2431, -1.4733, 0.2122)
C (2.9896, -1.4024, 0.6445)
C (1.1029, -2.7782, -1.0956)
C (-0.3543, -2.9241, -1.5414)
C (1.9615, -2.3005, -2.2755)
C (1.6109, -4.1276, -0.5854)
C (-2.0409, 1.1496, 1.8256)
C (-0.8115, 1.6952, 2.5491)
C (-2.5717, 2.2075, 0.8433)
C (-3.1357, 0.8061, 2.8367)
H (-3.4618, -1.6110, 1.3145)
H (-2.9201, -1.9442, -0.3552)
H (-3.8491, -0.4853, 0.0015)
H (-2.6665, -2.9242, 5.1750)
H (-1.6792, -4.6636, 6.6377)
H (0.5346, -5.6330, 6.1088)
H (1.8004, -4.8557, 4.1235)
H (3.2550, -2.3465, 1.1191)
H (3.1360, -0.5710, 1.3291)
H (3.5905, -1.2461, -0.2490)
H (-0.7849, -1.9854, -1.8956)
H (-0.9773, -3.3172, -0.7324)
H (-0.3952, -3.6423, -2.3634)
H (1.7161, -1.2802, -2.5839)
H (1.7775, -2.9493, -3.1335)
H (3.0261, -2.3499, -2.0463)
H (1.0243, -4.5043, 0.2517)
H (2.6571, -4.0903, -0.2811)
H (1.5308, -4.8462, -1.4044)
H (0.0277, 1.8586, 1.8736)
H (-0.4722, 1.0157, 3.3330)
H (-1.0776, 2.6496, 3.0099)
H (-1.8382, 2.4872, 0.0849)
H (-2.8339, 3.1030, 1.4112)
H (-3.4743, 1.8765, 0.3277)
H (-2.8329, 0.0194, 3.5245)
H (-4.0636, 0.5042, 2.3499)
H (-3.3492, 1.7087, 3.4144)
O (-0.7313, 1.6738, -1.8774)
C (-1.0796, 1.4683, -3.2222)
C (-0.0012, 0.6767, -3.9623)
C (-0.0872, -0.5282, -4.5989)
C (1.1293, -0.9339, -5.2182)
C (2.1285, -0.0348, -5.0290)
S (1.5957, 1.3101, -4.1173)
C (-2.4418, 0.8053, -3.3748)
C (-3.3199, 0.6412, -2.3554)
C (-4.5912, 0.1470, -2.7640)
C (-4.6524, -0.0319, -4.1092)
S (-3.1847, 0.4033, -4.8757)
C (-1.2116, 2.8531, -3.8517)
C (-1.0420, 3.2295, -5.1479)
C (-1.3610, 4.5992, -5.3727)
C (-1.7669, 5.2278, -4.2384)
S (-1.7731, 4.1667, -2.8932)
H (-0.9946, -1.1103, -4.6399)
H (1.2452, -1.8497, -5.7799)
H (3.1453, -0.0833, -5.3856)
H (-3.0431, 0.9426, -1.3612)
H (-5.4211, -0.0497, -2.0996)
H (-5.4844, -0.3848, -4.6976)
H (-0.7005, 2.5540, -5.9209)
H (-1.2887, 5.0871, -6.3339)
H (-2.0581, 6.2591, -4.1189)
C (2.3862, 1.4133, 4.9279)
C (2.9190, 2.5599, 4.0529)
C (2.7414, 2.0394, 2.6146)
O (2.1340, 0.7492, 2.7130)
C (2.4807, 0.2210, 3.9904)
H (1.3444, 1.5876, 5.1996)
H (2.9599, 1.2752, 5.8426)
H (3.9691, 2.7573, 4.2639)
H (2.3702, 3.4848, 4.2193)
H (3.7044, 1.9489, 2.0988)
H (2.0866, 2.6629, 2.0043)
H (3.5005, -0.1868, 3.9697)
H (1.7877, -0.5901, 4.2170)
C (3.6992, 2.7870, -1.5482)
C (2.2547, 2.4363, -1.3691)
N (1.3159, 3.3056, -1.6914)
O (1.9832, 1.3047, -0.8980)
H (3.8651, 3.8631, -1.5403)
H (4.0202, 2.3918, -2.5141)
H (4.2900, 2.3097, -0.7711)
H (1.5666, 4.1742, -2.1331)
H (0.3629, 2.9237, -1.8011)

Cartesian forces (eV/Å) of the 6 atoms listed first:
-0.1 0.2 -1.1
0.1 0.0 -0.1
-0.1 -0.3 0.4
0.0 0.1 0.0
0.0 0.0 0.0
-0.1 0.0 0.0

Calculated values
orbital gap: 7.0 eV
energy above the lowest of the compared OMol25 structures with the same formula, charge and spin: 20.1 kJ/mol
charge: +1
lowest unoccupied orbital energy: -0.1212 hartree


# 4
Molecular formula: C25H68AlI2N3O27P7
Method: DFT, ωB97M-V with the def2-TZVPD basis set

Positions of all 133 atoms, in Å:
C (3.8211, -1.1945, 1.3465)
C (2.9534, -1.2347, 0.0163)
O (3.0318, -2.2705, -0.6930)
O (2.1396, -0.1966, -0.4704)
C (1.5174, 0.5763, 0.6089)
C (0.1298, 1.2580, 0.1058)
C (0.6800, 2.4837, -0.7716)
C (-0.3649, 3.6665, -1.0408)
N (-1.7940, 3.2812, -0.9221)
N (-0.1880, 4.1336, -2.4657)
N (-0.1387, 4.8921, -0.1979)
O (-0.2952, 1.9035, 1.3515)
Al (-1.7971, 0.9797, 1.9417)
P (-3.4558, 2.1508, 3.1472)
O (-2.5823, 3.0654, 4.3454)
I (-4.6906, 3.6457, 1.6287)
O (-2.2013, 0.5068, 0.1620)
C (-0.9593, 0.2411, -0.5776)
C (-1.0897, 0.2583, -2.1754)
C (-2.5352, -0.1717, -2.7172)
C (-3.1270, 1.0544, -3.6001)
I (-2.3002, 1.1655, -5.6077)
P (-0.7469, -1.6360, -0.2416)
O (-0.3301, -1.9342, 1.3948)
O (-2.3570, -2.2868, -0.3891)
H (4.2183, -2.2473, 1.5687)
H (3.1594, -0.9285, 2.2490)
H (4.6774, -0.4592, 1.2120)
H (2.2900, 1.3783, 0.9068)
H (1.3589, -0.0399, 1.5689)
H (0.9992, 2.0364, -1.7854)
H (1.6259, 2.9700, -0.3521)
H (-2.0975, 3.1570, 0.0498)
H (-2.3259, 4.0465, -1.3548)
H (0.6157, 4.7685, -2.5424)
H (-0.0886, 3.3374, -3.1026)
H (-0.8310, 4.8402, 0.5715)
H (-0.5071, 5.6655, -0.7885)
H (-1.5790, -0.2810, 2.9067)
H (-3.2797, 3.6037, 4.7771)
H (-0.2715, -0.4583, -2.5593)
H (-0.8484, 1.2682, -2.6463)
H (-2.3666, -1.0453, -3.4423)
H (-3.2958, -0.4075, -1.9109)
H (-4.2530, 0.8403, -3.7050)
H (-3.0339, 2.0575, -3.0669)
H (-0.8549, -2.6916, 1.7405)
H (-2.7245, -2.1333, 0.5186)
C (-9.9604, 1.0754, 5.8567)
O (-9.2571, 1.7623, 4.8185)
P (-8.6222, 0.7737, 3.5554)
O (-7.3628, 1.6225, 3.4586)
O (-9.7395, 1.3655, 2.5075)
C (-11.1121, 1.1201, 2.7581)
O (-8.1091, -0.3373, 2.3536)
C (-6.7834, -0.8403, 2.4709)
H (-9.5513, 1.3816, 6.8218)
H (-11.0182, 1.3495, 5.8188)
H (-9.8666, -0.0093, 5.7613)
H (-11.5401, 1.9702, 3.2963)
H (-11.2572, 0.2070, 3.3425)
H (-11.6314, 1.0155, 1.8048)
H (-6.5358, -1.0451, 3.5148)
H (-6.0758, -0.1251, 2.0484)
H (-6.7175, -1.7704, 1.9027)
C (-9.8635, -5.3512, -2.5587)
O (-9.0287, -5.7877, -1.4822)
P (-7.5590, -4.9124, -1.2647)
O (-6.7986, -6.1831, -0.9093)
O (-8.1311, -4.2379, 0.1180)
C (-9.2666, -3.3910, 0.0510)
O (-6.1755, -3.9069, -1.1685)
C (-5.0026, -4.3525, -1.8391)
H (-10.1168, -6.2128, -3.1801)
H (-10.7850, -4.9267, -2.1516)
H (-9.3664, -4.6018, -3.1795)
H (-10.1669, -3.9739, 0.2648)
H (-9.3602, -2.9213, -0.9320)
H (-9.1698, -2.6108, 0.8070)
H (-5.2525, -4.8025, -2.8025)
H (-4.4659, -5.0677, -1.2150)
H (-4.3567, -3.4893, -2.0087)
C (6.0402, 4.7911, -5.4049)
O (4.6138, 4.8677, -5.3190)
P (3.9741, 6.3193, -4.6463)
O (2.8766, 5.5548, -3.9204)
O (3.4125, 6.7763, -6.1187)
C (4.3405, 7.0189, -7.1626)
O (3.5002, 7.8402, -4.0118)
C (3.2629, 7.9032, -2.6117)
H (6.3709, 3.8565, -4.9474)
H (6.3391, 4.7943, -6.4563)
H (6.5231, 5.6262, -4.8914)
H (4.4495, 6.1152, -7.7681)
H (5.3172, 7.3166, -6.7711)
H (3.9560, 7.8179, -7.7973)
H (4.0020, 7.3140, -2.0647)
H (2.2564, 7.5472, -2.3887)
H (3.3392, 8.9458, -2.2974)
C (4.2400, -5.1126, -0.3832)
O (3.7996, -6.3495, 0.2003)
P (5.0244, -7.3193, 0.9191)
O (4.3752, -8.6039, 0.4197)
O (4.4492, -6.9878, 2.4193)
C (4.4693, -5.6461, 2.8813)
O (6.3637, -8.1285, 1.6232)
C (7.0154, -9.1019, 0.8212)
H (3.8620, -5.0504, -1.4048)
H (3.8364, -4.2788, 0.1922)
H (5.3308, -5.0423, -0.4038)
H (3.5001, -5.1805, 2.6845)
H (5.2586, -5.0656, 2.3961)
H (4.6423, -5.6465, 3.9580)
H (7.0918, -8.7649, -0.2148)
H (6.4747, -10.0479, 0.8717)
H (8.0211, -9.2560, 1.2178)
C (10.3665, -0.0314, 4.1837)
O (9.4794, -0.3996, 3.1227)
P (8.5415, 0.8776, 2.4450)
O (7.3287, -0.0299, 2.2933)
O (9.4219, 0.8151, 1.0619)
C (10.8058, 1.1195, 1.1142)
O (7.7307, 2.2647, 1.8466)
C (6.4453, 2.5406, 2.3885)
H (10.1934, -0.6945, 5.0337)
H (11.3998, -0.1506, 3.8479)
H (10.2096, 1.0016, 4.5038)
H (11.3770, 0.1931, 1.2180)
H (11.0392, 1.7881, 1.9475)
H (11.0957, 1.6036, 0.1812)
H (6.4258, 2.3461, 3.4629)
H (5.6910, 1.9376, 1.8818)
H (6.2192, 3.5942, 2.2160)

Cartesian forces (eV/Å) of the 6 atoms listed first:
-0.9 0.2 0.3
0.0 -2.9 -2.4
-0.1 3.5 2.1
1.1 -1.7 2.3
0.0 0.6 0.9
3.1 1.7 1.3

Calculated values
orbital gap: 3.2 eV
charge: -1
lowest unoccupied orbital energy: -0.0482 hartree


# 5
Molecular formula: C2H8NOS
Method: DFT, ωB97M-V with the def2-TZVPD basis set

Positions of all 13 atoms, in Å:
C (-2.1102, 0.9006, -0.2823)
S (-0.5825, 1.6380, -0.9487)
H (-2.2364, -0.1471, -0.6120)
H (-2.0974, 0.8856, 0.8078)
H (-2.9604, 1.4216, -0.7357)
N (0.5877, -1.1913, 0.7813)
C (1.5847, -0.8595, -0.1940)
O (2.2534, 0.3662, 0.1053)
H (0.8104, -0.6489, 1.5941)
H (-0.3501, -1.0710, 0.4749)
H (2.3967, -1.5874, -0.2406)
H (1.1012, -0.7269, -1.1619)
H (1.6029, 1.0201, 0.4116)

Cartesian forces (eV/Å) of the 6 atoms listed first:
0.1 -0.5 -0.7
0.2 0.2 0.0
0.1 0.1 0.1
-0.4 0.3 0.0
-0.1 0.1 0.6
1.0 -1.1 0.4

Calculated values
orbital gap: 6.8 eV
energy above the lowest of the compared OMol25 structures with the same formula, charge and spin: 72.8 kJ/mol
charge: -1
lowest unoccupied orbital energy: 0.1585 hartree